24
Properties=species:S:1:pos:R:3 method="wB97M-V/def2-TZVPD" spin_multiplicity=1 mol_weight_da=134.27 fmax_ev_per_a=5.9 e_tot_ev=-18797.830 charge=+1
C 1.864 -1.655 0.418
C 0.933 -0.954 -1.760
C 0.563 0.736 1.760
C -2.637 0.427 -0.768
C 0.696 -0.800 -0.180
C 0.771 0.584 0.301
N -1.952 1.166 0.378
S 1.269 1.729 -0.798
H 2.753 -1.197 0.070
H 1.839 -1.557 1.472
H 1.694 -2.659 0.275
H 1.696 -0.260 -1.991
H 1.192 -1.980 -1.890
H 0.167 -0.797 -2.644
H 1.318 0.213 2.232
H -0.366 0.092 2.134
H 0.424 1.810 2.107
H -2.735 1.003 -1.733
H -2.254 -0.488 -0.950
H -3.729 0.435 -0.515
H -0.241 -1.216 0.165
H -2.435 2.073 0.494
H -2.196 0.642 1.244
H 1.369 2.656 0.178